# 1
ORCA calculation (ωB97M-V/def2-TZVPD) on a structure of composition C12H12Br2N4 at a distorted geometry.

## Properties
HOMO energy ... -8.336 eV
LUMO level ... 0.2 eV
Spin multiplicity ... 1
Electronic energy ... -5831.4628 hartree

Cartesian coordinates (Å):
Br -4.4047 2.5450 0.2084
Br -3.0302 -2.8803 0.3143
N -3.9322 -0.2512 0.3813
N 0.6862 -0.8988 -2.7178
N 1.5909 0.3406 -0.4196
C -3.4216 0.9382 0.4876
C -2.9446 -1.0445 0.6227
C -1.7816 -0.4272 1.0397
C -0.5959 -1.1730 1.5901
C 0.6642 -1.3104 1.0177
C 0.4620 -1.4087 -1.4811
C 1.3307 0.2715 -2.7912
C 0.9329 -0.8322 -0.3487
C 1.7963 0.9132 -1.6417
N -2.1415 0.9049 0.8783
C 1.6594 -2.4078 1.5618
C 2.6433 2.0863 -1.6555
C -1.3865 2.0609 1.3411
H -0.6905 -1.9600 2.3865
H 0.2060 -2.5179 -1.4530
H 1.5223 0.7177 -3.7291
H 2.3778 -1.9062 2.1723
H 1.0831 -3.1472 2.1737
H 2.1363 -2.8697 0.6922
H 3.6278 1.8119 -1.4071
H 2.2789 2.7608 -0.9250
H 2.6888 2.6382 -2.6280
H -0.3110 1.9213 0.9650
H -1.7374 3.0109 0.9370
H -1.3094 2.1139 2.4282

These are the Mulliken partial charges, in e, on atoms 1 to 2: -0.17 -0.18

# 2
ORCA calculation (ωB97M-V/def2-TZVPD) on a cluster of 10 separate species, C33H73BN3O17 in total at a distorted geometry.

## Properties
Total charge ... -1
HOMO energy ... -6.377 eV
LUMO level ... 2.0 eV
Spin multiplicity ... 1
Electronic energy ... -2769.4743 hartree

Cartesian coordinates (Å):
O 5.4758 -12.4346 20.3386
C 6.4234 -12.5989 19.5460
O 7.7256 -12.6283 19.8155
B 8.4104 -13.0815 18.6285
O 7.4423 -12.7936 17.5241
C 6.2242 -12.5882 18.0099
O 5.1847 -12.5301 17.3453
O 8.7513 -14.5234 18.8464
C 10.0500 -14.6567 18.6677
O 10.7219 -15.6815 18.7070
C 10.6836 -13.2446 18.5811
O 9.7281 -12.4218 18.3919
O 11.8776 -12.9954 18.4787
C 5.3702 -11.7767 23.7743
O 5.0027 -10.8354 22.7406
H 5.3948 -12.7224 23.2329
H 6.4167 -11.5547 23.9830
H 4.6964 -11.8265 24.6296
H 5.1251 -11.4031 21.9762
C 8.5013 -14.0493 14.5130
O 7.5976 -14.9153 15.1890
H 8.7063 -13.1884 15.1494
H 9.3944 -14.6396 14.3082
H 8.0578 -13.7297 13.5700
H 6.7499 -14.4704 15.2610
C 14.9391 -10.3933 16.2940
C 13.5586 -9.8577 15.8545
C 13.7683 -8.6368 14.8998
C 12.5650 -7.9996 14.0863
C 11.8359 -9.1825 13.4414
C 11.5366 -10.3952 14.3590
N 12.7346 -10.8233 15.0983
O 12.6460 -11.9942 15.8057
C 10.3606 -9.9442 15.3119
C 11.0010 -11.5178 13.4856
C 12.9364 -9.2560 17.1762
H 15.6535 -9.6147 16.5616
H 15.4069 -10.9033 15.4519
H 14.7484 -11.1091 17.0936
H 14.1849 -7.8244 15.4952
H 14.6337 -8.9489 14.3152
H 13.0010 -7.2324 13.4465
H 11.8912 -7.5043 14.7854
H 12.5356 -9.5585 12.6950
H 10.9175 -8.8975 12.9281
H 10.0764 -10.7834 15.9468
H 10.6857 -9.0925 15.9095
H 9.3615 -9.8370 14.8896
H 11.5861 -11.5387 12.5662
H 11.1479 -12.5123 13.9068
H 9.9643 -11.6016 13.1595
H 12.6305 -10.0965 17.7991
H 12.1568 -8.4961 17.2301
H 13.8272 -8.8146 17.6232
H 12.0414 -11.8123 16.5289
C 12.2605 -14.0010 24.5058
C 11.7800 -13.7080 23.0328
C 10.2728 -13.5020 22.9627
C 9.8728 -12.1118 23.3936
C 10.6110 -11.0495 22.5318
C 12.1374 -11.2033 22.6422
N 12.5111 -12.6049 22.3439
O 13.8518 -12.8249 22.2077
C 12.7451 -10.3418 21.4558
C 12.6797 -10.6059 23.9594
C 12.0056 -15.0094 22.0849
H 12.2854 -15.0865 24.6009
H 11.4891 -13.8694 25.2645
H 13.2587 -13.5975 24.6757
H 10.0348 -13.5961 21.9032
H 9.7158 -14.3068 23.4425
H 10.2493 -12.0162 24.4120
H 8.7933 -11.9786 23.4651
H 10.3044 -10.1316 23.0333
H 10.3405 -11.0604 21.4759
H 12.3472 -10.6361 20.4846
H 12.4687 -9.3105 21.6752
H 13.8245 -10.3853 21.3101
H 11.9506 -10.8288 24.7384
H 13.6650 -11.0412 24.1260
H 12.7316 -9.5233 23.8430
H 11.4244 -15.8986 22.3292
H 13.0243 -15.3852 22.1804
H 11.9255 -14.6808 21.0487
H 13.9018 -12.8843 21.2508
C 7.7587 -8.0518 17.6782
C 6.7647 -8.1662 18.8411
C 7.2373 -9.2896 19.8496
C 8.3560 -8.8530 20.7857
C 7.8426 -7.6546 21.5821
C 7.3790 -6.4825 20.6912
N 6.4183 -6.9346 19.6107
O 6.0788 -5.8370 18.8747
C 6.7158 -5.5142 21.7514
C 8.5906 -5.7096 20.1184
C 5.4679 -8.5642 18.1433
H 7.8345 -8.9195 17.0229
H 8.7000 -7.5849 17.9681
H 7.2429 -7.3271 17.0483
H 6.4126 -9.6049 20.4889
H 7.7314 -10.1013 19.3156
H 9.2491 -8.6161 20.2074
H 8.6296 -9.7022 21.4119
H 8.6600 -7.2506 22.1794
H 7.1388 -8.0256 22.3272
H 6.0501 -4.7614 21.3292
H 6.0245 -5.9969 22.4421
H 7.4906 -4.8919 22.1992
H 8.4617 -4.6292 20.0523
H 9.4990 -5.9057 20.6881
H 8.9173 -6.0357 19.1310
H 5.6727 -9.5210 17.6630
H 5.2347 -7.7839 17.4188
H 4.6861 -8.5915 18.9023
H 6.8546 -5.8054 18.3101
O 3.6726 -11.0016 15.3970
H 2.7934 -10.6654 15.5709
H 3.8563 -11.5852 16.1332
O 15.0276 -12.7138 19.7197
H 14.2732 -12.1952 19.4402
H 15.3797 -12.2390 20.4725
O 8.9746 -18.2682 20.0338
H 9.0015 -17.6767 20.7859
H 9.3550 -17.7615 19.3163
O 13.4522 -14.7629 17.1992
H 13.0234 -13.9564 17.4854
H 12.9224 -15.4640 17.5786

These are the Mulliken partial charges, in e, on atoms 1 to 2: -0.82 0.16

# 3
ORCA calculation (ωB97M-V/def2-TZVPD) on a cluster of 2 separate species, C4H2NO3 in total at a distorted geometry.

## Properties
Total charge ... -1
HOMO energy ... -2.201 eV
LUMO level ... 3.2 eV
Spin multiplicity ... 1
Electronic energy ... -434.0659 hartree

Cartesian coordinates (Å):
C -1.3724 0.6064 -0.5293
C 2.9790 1.4318 -0.9055
C -1.3692 -1.4509 0.9235
C -0.7672 -0.5258 -0.0338
N -1.7004 1.4679 -1.2499
O 2.8188 2.5509 -0.6911
O 3.2103 0.3288 -1.1307
O -0.3289 -0.6262 1.3598
H -2.3417 -1.2662 1.3978
H -1.1282 -2.5168 0.8590

These are the Mulliken partial charges, in e, on atoms 1 to 2: 0.15 0.71

# 4
ORCA calculation (ωB97M-V/def2-TZVPD) on a structure of composition C48H35BrGeN5O8Zr.

## Properties
Total charge ... -1
HOMO energy ... -4.983 eV
LUMO level ... 1.9 eV
Spin multiplicity ... 1
Electronic energy ... -7423.9990 hartree

Cartesian coordinates (Å):
Zr -1.3039 -0.5860 1.3915
Br 3.7808 2.1042 6.1583
C 2.3961 1.1651 5.2454
C 1.8273 0.0496 5.8298
C 0.8245 -0.6309 5.1536
C 0.3902 -0.2009 3.9018
O -0.5617 -0.8786 3.2507
C 0.9829 0.9350 3.3162
C 0.5689 1.3335 1.9175
N -0.8865 1.4777 1.8467
C -1.5522 2.5333 1.3534
C -1.1201 3.8326 1.1206
C -2.0106 4.8006 0.6196
C -3.3215 4.5289 0.3283
C -3.7950 3.2040 0.5031
C -5.1006 2.7728 0.1840
C -5.4435 1.4562 0.3290
C -4.4786 0.5365 0.7769
N -3.2572 0.9096 1.0875
C -2.9135 2.2236 0.9879
C 1.9819 1.6103 4.0006
H 2.1646 -0.2893 6.8002
H 0.3630 -1.5114 5.5824
H 1.0750 2.2734 1.6732
H -0.0957 4.1135 1.3275
H -1.6290 5.8031 0.4617
H -3.9910 5.2923 -0.0491
H -5.8209 3.4964 -0.1824
H -6.4374 1.1025 0.0911
H -4.7003 -0.5206 0.8744
H 2.4472 2.4810 3.5534
O -4.5074 -3.1631 0.8240
C -3.4043 -2.9526 1.2999
O -3.0252 -1.8237 1.8214
C -2.3660 -4.0462 1.3414
C -2.7530 -5.3281 1.6334
C -1.7922 -6.3311 1.7245
C -0.4588 -6.0690 1.5012
C -0.0738 -4.7801 1.1905
C -1.0018 -3.7133 1.0798
O -0.6836 -2.5353 0.6807
N 1.3528 -4.5628 0.9411
O 1.8126 -3.4569 1.1296
O 2.0147 -5.5332 0.5919
N -2.1991 -7.6922 2.0526
O -1.3386 -8.5530 2.1138
O -3.3859 -7.9111 2.2165
H -3.7992 -5.5483 1.7907
H 0.2782 -6.8537 1.5560
C -2.5487 -0.3098 -5.2496
C -2.3179 -0.3732 -3.7685
C -1.9230 0.7535 -3.0548
C -1.6911 0.6567 -1.6993
N -1.8281 -0.4873 -1.0236
C -2.2335 -1.5659 -1.6955
C -2.4898 -1.5482 -3.0530
H -1.7651 0.2704 -5.7380
H -3.5045 0.1735 -5.4646
H -2.5665 -1.3063 -5.6893
H -1.7761 1.7027 -3.5557
H -1.3720 1.5206 -1.1262
H -2.3302 -2.4788 -1.1251
H -2.7965 -2.4616 -3.5466
C 0.8640 0.1666 0.9258
Ge 1.9025 0.7440 -0.5901
C 3.8150 0.5792 -0.1576
C 4.2476 0.3001 1.1363
C 5.6042 0.2414 1.4404
C 6.5488 0.4572 0.4479
C 6.1339 0.7329 -0.8505
C 4.7792 0.7952 -1.1446
C 1.7173 2.6738 -0.9734
C 0.8455 3.1944 -1.9295
C 0.6987 4.5639 -2.1107
C 1.4303 5.4493 -1.3320
C 2.3200 4.9542 -0.3866
C 2.4620 3.5829 -0.2175
C 1.5908 -0.2368 -2.2608
C 1.0687 -1.5305 -2.2085
C 0.8875 -2.2740 -3.3689
C 1.2228 -1.7346 -4.6041
C 1.7491 -0.4506 -4.6726
C 1.9354 0.2863 -3.5089
H 1.4802 -0.6154 1.3866
H 3.5215 0.1270 1.9241
H 5.9183 0.0256 2.4546
H 7.6055 0.4077 0.6823
H 6.8670 0.8991 -1.6314
H 4.4705 1.0133 -2.1631
H 0.2793 2.5197 -2.5599
H 0.0064 4.9389 -2.8556
H 1.3140 6.5186 -1.4639
H 2.9049 5.6366 0.2182
H 3.1723 3.2132 0.5163
H 0.7865 -1.9583 -1.2486
H 0.4846 -3.2782 -3.3047
H 1.0833 -2.3146 -5.5090
H 2.0201 -0.0242 -5.6320
H 2.3531 1.2852 -3.5817

These are the Mulliken partial charges, in e, on atoms 1 to 2: -0.08 -0.25

Question: Look up the spin multiplicity of the fourth one.
Answer: 1